{"formula": "C4H12NO2", "method": "ωB97M-V/def2-TZVPD", "elements": ["C", "C", "C", "C", "O", "N", "H", "H", "H", "H", "H", "H", "H", "H", "H", "H", "H", "H", "O"], "positions_angstrom": [[0.659, -0.096, 0.930], [-0.273, -0.672, -0.147], [-1.504, 0.186, -0.507], [-1.260, 1.316, -1.433], [-0.202, 2.010, -1.434], [1.543, 1.043, 0.437], [0.308, 0.430, 1.786], [1.375, -0.839, 1.191], [0.174, -0.951, -1.226], [-0.621, -1.582, 0.408], [-2.311, -0.481, -0.897], [-1.985, 0.647, 0.396], [-2.109, 1.405, -2.231], [1.120, 1.578, -0.399], [2.563, 0.749, 0.215], [1.748, 1.869, 1.061], [0.130, -3.415, 2.237], [0.893, -3.660, 1.051], [0.475, -2.941, 1.471]], "e_lumo_ev": -3.18, "homo_lumo_gap_ev": 11.13, "homo_energy_ev": -14.303, "total_charge": 1, "total_energy_ha": -364.5594, "de_lowest_ev": 2.062}

=====

{"formula": "C3H11ClN3", "method": "ωB97M-V/def2-TZVPD", "elements": ["C", "C", "C", "N", "N", "N", "Cl", "H", "H", "H", "H", "H", "H", "H", "H", "H", "H", "H"], "positions_angstrom": [[2.351, 2.046, -1.110], [1.210, 1.510, -0.339], [-2.009, -1.695, 0.648], [-3.124, -2.279, 1.004], [-1.826, -0.449, 0.325], [0.279, 0.835, -0.801], [2.433, -1.352, 0.854], [2.421, 1.720, -2.146], [2.691, 3.077, -1.050], [3.178, 1.393, -0.652], [1.268, 1.737, 0.779], [-1.108, -2.198, 0.558], [-3.894, -1.726, 1.180], [-3.285, -3.348, 1.023], [-2.556, 0.212, 0.315], [2.456, -0.154, 1.295], [-0.710, 0.041, -0.054], [0.225, 0.630, -1.829]], "e_lumo_ev": -2.57, "homo_lumo_gap_ev": 12.06, "homo_energy_ev": -14.622, "total_charge": 1, "total_energy_ha": -745.1049, "de_lowest_ev": 1.621}

=====

{"formula": "C84H112N8O43", "method": "ωB97M-V/def2-TZVPD", "elements": ["C", "C", "C", "C", "C", "C", "N", "O", "O", "H", "H", "H", "H", "H", "C", "C", "C", "C", "C", "C", "N", "O", "O", "H", "H", "H", "H", "H", "C", "C", "C", "C", "C", "C", "N", "O", "O", "H", "H", "H", "H", "H", "C", "C", "C", "C", "C", "C", "N", "O", "O", "H", "H", "H", "H", "H", "C", "C", "C", "C", "C", "C", "N", "O", "O", "H", "H", "H", "H", "H", "C", "C", "C", "C", "C", "C", "N", "O", "O", "H", "H", "H", "H", "H", "C", "C", "C", "C", "C", "C", "N", "O", "O", "H", "H", "H", "H", "H", "C", "C", "C", "C", "C", "C", "N", "O", "O", "H", "H", "H", "H", "H", "C", "C", "O", "C", "O", "O", "C", "H", "H", "H", "H", "H", "H", "H", "H", "C", "C", "O", "C", "O", "O", "C", "H", "H", "H", "H", "H", "H", "H", "H", "C", "C", "O", "C", "O", "O", "C", "H", "H", "H", "H", "H", "H", "H", "H", "C", "C", "O", "C", "O", "O", "C", "H", "H", "H", "H", "H", "H", "H", "H", "C", "C", "O", "C", "O", "O", "C", "H", "H", "H", "H", "H", "H", "H", "H", "C", "C", "O", "C", "O", "O", "C", "H", "H", "H", "H", "H", "H", "H", "H", "C", "C", "O", "C", "O", "O", "C", "H", "H", "H", "H", "H", "H", "H", "H", "C", "C", "O", "C", "O", "O", "C", "H", "H", "H", "H", "H", "H", "H", "H", "C", "C", "O", "C", "O", "O", "C", "H", "H", "H", "H", "H", "H", "H", "H"], "positions_angstrom": [[0.877, 19.100, -21.646], [1.685, 19.516, -20.623], [1.630, 20.797, -20.152], [0.695, 21.674, -20.722], [-0.228, 21.233, -21.653], [-0.084, 19.951, -22.180], [0.518, 22.973, -20.045], [-0.269, 23.800, -20.557], [1.188, 23.194, -19.065], [0.992, 18.102, -22.042], [2.447, 18.793, -20.371], [2.354, 21.094, -19.407], [-0.890, 22.007, -22.012], [-0.670, 19.697, -23.050], [-2.003, 7.091, -22.716], [-0.724, 7.630, -22.700], [-0.455, 8.866, -22.033], [-1.449, 9.514, -21.313], [-2.793, 8.989, -21.419], [-3.039, 7.827, -22.106], [-1.102, 10.677, -20.474], [-1.954, 11.192, -19.720], [0.006, 11.152, -20.491], [-2.177, 6.158, -23.232], [0.104, 7.121, -23.170], [0.573, 9.196, -22.012], [-3.602, 9.530, -20.950], [-4.040, 7.422, -22.137], [5.932, 16.064, -19.731], [6.302, 15.538, -18.507], [6.892, 14.272, -18.465], [7.197, 13.589, -19.687], [6.911, 14.191, -20.880], [6.172, 15.342, -20.873], [7.919, 12.309, -19.681], [7.903, 11.661, -18.616], [8.520, 11.951, -20.673], [5.394, 16.996, -19.830], [6.062, 16.047, -17.585], [7.127, 13.892, -17.481], [7.233, 13.770, -21.822], [6.072, 15.879, -21.805], [-4.392, 19.708, -18.987], [-4.094, 20.428, -20.137], [-4.204, 21.801, -20.117], [-4.816, 22.444, -19.047], [-5.194, 21.684, -17.936], [-4.906, 20.312, -17.872], [-5.098, 23.894, -19.170], [-5.260, 24.562, -18.171], [-5.179, 24.373, -20.254], [-4.277, 18.649, -19.165], [-3.614, 19.885, -20.938], [-3.706, 22.398, -20.866], [-5.713, 22.085, -17.079], [-5.210, 19.725, -17.018], [-7.160, 16.664, -21.486], [-6.727, 17.517, -20.546], [-7.507, 17.779, -19.416], [-8.677, 17.032, -19.177], [-9.162, 16.116, -20.170], [-8.405, 15.987, -21.317], [-9.475, 17.249, -17.993], [-10.033, 16.323, -17.479], [-9.468, 18.380, -17.481], [-6.584, 16.415, -22.365], [-5.755, 17.968, -20.685], [-7.246, 18.526, -18.681], [-10.040, 15.504, -20.029], [-8.622, 15.269, -22.093], [6.243, 17.104, -26.858], [6.767, 18.090, -26.002], [6.307, 18.213, -24.659], [5.184, 17.467, -24.226], [4.647, 16.489, -25.111], [5.187, 16.354, -26.427], [4.552, 17.704, -22.966], [5.073, 18.479, -22.160], [3.479, 17.097, -22.752], [6.534, 17.019, -27.894], [7.563, 18.709, -26.390], [6.775, 18.942, -24.014], [3.738, 15.932, -24.943], [4.734, 15.734, -27.187], [7.669, 9.149, -24.848], [7.036, 9.960, -25.823], [6.214, 10.960, -25.376], [5.946, 11.203, -24.040], [6.605, 10.416, -23.089], [7.519, 9.433, -23.460], [4.993, 12.246, -23.523], [4.551, 12.234, -22.386], [4.673, 13.099, -24.315], [8.150, 8.241, -25.182], [7.117, 9.734, -26.875], [5.801, 11.547, -26.183], [6.472, 10.631, -22.039], [8.064, 8.824, -22.754], [-3.110, 14.487, -17.476], [-3.513, 13.223, -17.010], [-4.704, 12.659, -17.326], [-5.696, 13.447, -17.960], [-5.354, 14.732, -18.334], [-4.076, 15.218, -18.141], [-7.046, 12.861, -18.282], [-7.242, 11.796, -17.744], [-7.746, 13.415, -19.090], [-2.147, 14.918, -17.243], [-2.863, 12.652, -16.363], [-4.880, 11.634, -17.036], [-6.083, 15.375, -18.804], [-3.768, 16.192, -18.492], [1.967, 15.305, -13.536], [2.412, 13.905, -13.144], [1.273, 13.158, -12.637], [1.460, 12.085, -11.883], [2.562, 11.547, -11.635], [0.281, 11.672, -11.325], [0.297, 10.463, -10.631], [1.473, 15.608, -12.613], [1.338, 15.226, -14.422], [2.797, 15.957, -13.808], [3.162, 13.920, -12.353], [2.907, 13.427, -13.990], [-0.651, 10.352, -10.105], [1.068, 10.662, -9.887], [0.615, 9.617, -11.241], [2.860, 13.575, -19.449], [2.741, 14.411, -18.226], [1.409, 14.872, -18.024], [1.105, 16.084, -18.358], [1.870, 16.835, -18.985], [-0.093, 16.305, -18.017], [-0.745, 17.525, -18.372], [2.515, 14.017, -20.384], [2.145, 12.768, -19.290], [3.836, 13.108, -19.580], [3.472, 15.218, -18.196], [2.878, 13.685, -17.425], [-1.615, 17.243, -18.965], [-0.167, 18.156, -19.047], [-1.002, 18.095, -17.480], [5.334, 8.909, -18.628], [6.808, 8.282, -18.462], [7.049, 7.589, -19.674], [8.230, 7.662, -20.282], [9.165, 8.397, -19.910], [8.311, 6.704, -21.129], [9.591, 6.411, -21.772], [5.214, 9.659, -19.410], [4.912, 9.314, -17.709], [4.686, 8.073, -18.892], [6.731, 7.588, -17.625], [7.554, 9.032, -18.199], [10.249, 7.259, -21.966], [9.413, 6.031, -22.778], [10.106, 5.668, -21.162], [-7.925, 15.686, -14.307], [-6.685, 15.585, -15.289], [-5.441, 15.690, -14.701], [-4.512, 16.535, -15.189], [-4.727, 17.488, -15.957], [-3.399, 16.270, -14.593], [-2.201, 16.868, -14.969], [-8.090, 14.827, -13.656], [-8.818, 15.887, -14.900], [-7.797, 16.507, -13.602], [-6.742, 16.278, -16.128], [-6.656, 14.568, -15.681], [-1.831, 17.421, -14.106], [-2.271, 17.533, -15.830], [-1.433, 16.163, -15.288], [0.177, 15.182, -21.928], [-1.352, 15.361, -21.749], [-1.763, 16.385, -22.594], [-2.881, 17.047, -22.332], [-3.726, 16.770, -21.450], [-3.025, 18.005, -23.321], [-4.249, 18.678, -23.467], [0.477, 14.269, -21.414], [0.751, 16.066, -21.653], [0.369, 15.004, -22.986], [-1.593, 15.614, -20.716], [-1.850, 14.439, -22.048], [-4.914, 18.639, -22.605], [-4.782, 18.340, -24.356], [-4.097, 19.756, -23.516], [0.085, 19.155, -12.011], [1.071, 19.744, -13.060], [0.455, 20.714, -13.936], [-0.081, 20.320, -15.064], [-0.112, 19.177, -15.521], [-0.684, 21.443, -15.538], [-1.624, 21.325, -16.562], [-0.350, 20.057, -11.581], [0.618, 18.558, -11.271], [-0.759, 18.563, -12.363], [1.725, 19.030, -13.560], [1.785, 20.289, -12.443], [-2.351, 20.561, -16.286], [-1.091, 21.057, -17.475], [-2.061, 22.313, -16.703], [-6.080, 19.150, -11.740], [-4.579, 19.005, -12.156], [-4.005, 20.363, -12.164], [-3.723, 21.039, -13.287], [-3.897, 20.648, -14.478], [-3.163, 22.243, -12.923], [-3.101, 23.361, -13.825], [-6.188, 19.915, -10.971], [-6.563, 18.233, -11.403], [-6.603, 19.509, -12.626], [-4.471, 18.510, -13.121], [-4.049, 18.271, -11.549], [-4.058, 23.688, -14.232], [-2.689, 22.980, -14.760], [-2.417, 24.109, -13.423], [3.795, 25.009, -16.543], [4.474, 23.838, -17.178], [3.974, 22.636, -16.854], [4.208, 21.497, -17.573], [4.901, 21.348, -18.566], [3.571, 20.480, -16.960], [3.639, 19.152, -17.419], [2.714, 24.951, -16.669], [4.178, 25.950, -16.938], [3.822, 25.031, -15.454], [5.536, 23.972, -16.968], [4.293, 23.987, -18.242], [4.655, 18.957, -17.762], [3.012, 19.012, -18.300], [3.404, 18.521, -16.562], [-0.320, 10.146, -17.112], [0.629, 10.688, -16.026], [1.799, 11.134, -16.640], [2.882, 11.308, -15.954], [3.109, 11.065, -14.715], [3.869, 11.833, -16.728], [5.141, 12.221, -16.079], [-1.133, 9.533, -16.724], [0.128, 9.634, -17.964], [-0.795, 11.044, -17.508], [0.897, 9.918, -15.302], [0.157, 11.505, -15.482], [5.907, 12.680, -16.705], [5.568, 11.459, -15.428], [4.914, 13.028, -15.383]], "e_lumo_ev": -1.10, "homo_lumo_gap_ev": 8.64, "homo_energy_ev": -9.732, "total_charge": 0, "total_energy_ha": -6940.5529}

=====

{"formula": "C5H16NOSi", "method": "ωB97M-V/def2-TZVPD", "elements": ["C", "C", "C", "C", "C", "N", "O", "Si", "H", "H", "H", "H", "H", "H", "H", "H", "H", "H", "H", "H", "H", "H", "H", "H"], "positions_angstrom": [[3.808, -0.177, 0.317], [-2.251, -1.681, -0.697], [-1.815, 1.430, -1.294], [-2.148, 0.464, 1.663], [1.431, 0.470, 0.199], [2.450, -0.504, -0.164], [0.010, -0.527, -0.075], [-1.570, -0.012, -0.082], [3.816, -0.125, 1.404], [4.514, -0.942, -0.001], [4.126, 0.783, -0.085], [-1.978, -2.491, -0.031], [-3.332, -1.627, -0.738], [-1.889, -1.924, -1.689], [-1.552, 2.385, -0.847], [-1.228, 1.313, -2.201], [-2.855, 1.500, -1.596], [-2.445, -0.416, 2.231], [-1.370, 0.968, 2.231], [-3.005, 1.129, 1.632], [1.321, 1.312, -0.468], [1.389, 0.694, 1.256], [2.448, -0.614, -1.189], [2.125, -1.406, 0.223]], "e_lumo_ev": -3.54, "homo_lumo_gap_ev": 9.90, "homo_energy_ev": -13.433, "total_charge": 1, "total_energy_ha": -619.3593, "de_lowest_ev": 0.305}

=====

{"formula": "C5H13N", "method": "ωB97M-V/def2-TZVPD", "elements": ["C", "C", "N", "H", "H", "H", "H", "H", "H", "H", "C", "C", "C", "H", "H", "H", "H", "H", "H"], "positions_angstrom": [[-0.240, -0.867, 1.839], [0.581, -2.360, 0.091], [0.272, -0.994, 0.484], [1.521, 0.978, -0.476], [-0.460, 0.181, 2.035], [1.370, -2.748, 0.735], [-0.293, -3.022, 0.149], [0.518, -1.212, 2.545], [-1.165, -1.441, 1.993], [0.933, -2.359, -0.940], [-1.035, 0.995, -1.744], [-0.221, 1.850, -1.145], [-0.002, 3.037, -0.625], [1.314, 0.253, -0.051], [-0.405, -0.591, -0.166], [-2.066, 0.891, -1.439], [-0.700, 0.338, -2.534], [0.489, 3.145, 0.331], [-0.412, 3.926, -1.082]], "e_lumo_ev": 0.96, "homo_lumo_gap_ev": 9.15, "homo_energy_ev": -8.191, "total_charge": 0, "total_energy_ha": -252.8931, "de_lowest_ev": 4.626}